Record 1
DFT (ωB97M-V/def2-TZVPD) results for a molecular structure, C21H30N2O4 at a distorted geometry.

Atoms and positions in Å:
C  -2.267577  -3.989565  5.575650
H  -1.774595  -4.455676  4.706996
O  -1.343341  -2.795084  5.792128
C  -0.101819  -3.114534  6.325333
H  -0.101620  -3.730498  7.271342
C  0.671871  -3.764818  5.284007
O  1.085586  -4.909112  5.416042
N  1.039384  -2.965909  4.166716
C  0.407261  -1.724854  3.901658
H  -0.247735  -1.301192  4.702450
C  -0.537213  -2.016242  2.592889
H  -0.924735  -0.939661  2.505614
H  -1.482287  -2.345399  3.024211
C  0.117176  -2.454617  1.349791
C  0.890475  -3.640235  1.845344
C  1.582564  -3.596291  3.026425
H  2.006932  -4.360337  3.342128
H  2.391984  -2.821827  2.782911
H  1.513243  -4.008715  0.823547
H  -0.017786  -4.570975  1.955029
H  -0.549218  -2.567060  0.679255
O  1.037138  -1.705987  0.971959
C  0.791580  -0.473312  0.224388
C  1.727388  0.326238  -0.034245
C  1.924306  1.658784  -0.698090
C  0.371841  2.031827  -1.212420
C  -0.819847  1.270470  -0.752430
C  -0.387620  -0.086557  -0.229584
H  -1.471145  -0.735689  0.116429
H  -1.786772  1.425189  -1.188216
C  0.209172  3.262976  -1.870203
O  -0.282608  4.301157  -1.130382
N  0.460262  3.361898  -3.181854
C  0.814916  2.324655  -3.831588
H  1.006049  1.423117  -3.194074
C  -0.054531  1.727165  -5.137312
H  0.296803  0.966507  -5.337597
H  -1.327992  1.582173  -4.635489
C  -0.205450  2.789643  -6.165728
C  -1.164822  3.820942  -5.940165
C  -1.338801  4.638639  -4.606341
H  -1.996207  3.829321  -3.890437
C  0.154646  4.573675  -3.742401
H  0.902897  4.842811  -4.444780
H  0.313428  5.341616  -2.993177
H  -1.562405  5.788194  -4.673414
H  -2.293480  3.798872  -6.184307
H  -1.030774  4.945955  -6.700447
H  -0.409241  2.320890  -7.081070
H  0.791882  3.060470  -6.301698
H  1.891681  2.507978  -4.438964
H  2.527797  2.313820  -0.938512
H  2.929675  0.331677  0.203935
H  0.977720  -0.966864  3.532074
H  0.213465  -2.204393  6.623586
H  -3.288514  -3.741071  5.201775
H  -2.280986  -4.580184  6.591310

Forces on the atoms, in the same order (eV/Å):
C 1.8 0.5 1.0
H -0.3 -0.9 0.7
O -4.0 -1.1 0.0
C -1.9 -2.2 1.2
H -0.3 0.1 -1.1
C 3.0 -0.3 -2.0
O -0.4 0.3 -0.4
N -1.9 -1.0 3.5
C -4.0 -1.7 -1.5
H 0.8 -0.7 -0.8
C -2.3 5.7 4.2
H 0.5 -0.8 -0.7
H 0.1 -1.6 -0.6
C -0.7 -4.0 7.8
C -5.5 -7.1 -7.7
C 2.4 9.3 0.3
H 3.8 -7.4 2.2
H 0.1 -1.1 0.2
H -1.1 0.7 3.2
H 2.3 2.3 -0.4
H -4.9 -2.0 -5.0
O 7.1 8.9 -4.6
C -3.6 -5.9 2.6
C 14.4 9.7 -2.3
C -16.5 -9.4 1.6
C 1.7 -3.2 4.1
C 6.8 -2.4 -1.2
C -9.6 1.5 0.4
H 3.6 1.6 -1.2
H -0.3 0.2 0.3
C -3.4 6.5 3.6
O 2.5 -4.7 -3.7
N -2.5 3.7 5.2
C 4.6 -8.2 -7.8
H -0.2 1.0 -0.5
C -10.2 14.6 8.9
H 6.1 -13.5 -3.9
H 3.8 -0.2 -1.4
C 0.7 -2.3 -0.2
C -4.2 9.0 -1.4
C 2.5 -2.7 3.9
H 1.1 3.1 -1.6
C -2.2 3.2 -2.6
H 0.9 -0.1 -1.2
H -0.9 0.0 0.2
H -0.3 -2.7 0.1
H 1.8 -1.6 -0.2
H 0.4 -3.7 1.4
H -0.7 -0.7 -1.6
H 1.7 1.6 -0.4
H -2.1 -0.3 1.5
H 6.9 5.6 -1.8
H -2.9 -2.0 0.6
H 2.7 1.9 -0.5
H 1.9 3.0 0.8
H 0.9 0.6 0.8
H -0.1 0.8 -2.3

total charge	0
E_LUMO	0.003	hartree
M	374.481	g/mol
relative energy (zero: lowest compared OMol25 entry of this formula, charge and spin)	2010.16	kJ/mol
HOMO-LUMO gap	8.766	eV
energy	-1227.9933	Ha


Record 2
DFT (ωB97M-V/def2-TZVPD) results for a molecular structure, C38H48AlBr5ClCsF7N5O13S3 at a distorted geometry.

Atoms and positions in Å:
C  3.755345  1.613131  4.613969
C  3.306511  1.208025  3.566343
C  2.578358  0.912106  2.318301
C  3.474616  0.614375  1.131047
C  3.471657  -0.692210  0.581919
C  2.632742  -1.815837  1.134941
C  1.300448  -2.026806  0.320125
C  0.585997  -0.777027  -0.238947
C  -0.742248  -1.316254  -0.876914
C  -1.801336  -0.203824  -0.982488
C  -2.380860  0.152212  0.405019
C  -3.640378  -0.706821  0.691917
S  -5.018638  -0.309683  -0.415200
C  -6.022137  0.734387  0.550749
N  -6.268313  0.713177  1.833300
N  -7.133374  1.693301  2.138888
C  -7.407302  2.341041  1.041596
O  -6.719851  1.772551  0.049919
C  4.308095  -0.919887  -0.545327
C  4.342661  -2.307831  -1.151143
C  5.280746  -3.128155  -0.197925
C  6.768863  -2.947720  -0.492260
O  5.959774  -4.185200  -0.789239
C  5.044900  0.101135  -1.047545
N  5.026352  1.357648  -0.522321
C  5.857644  2.371018  -1.203153
O  5.252391  2.814891  -2.412093
C  4.412088  3.877936  -2.106012
C  3.085085  3.637756  -1.819129
C  2.221793  4.635106  -1.457595
C  2.657876  5.949624  -1.376178
C  3.988753  6.200698  -1.682756
C  4.857238  5.183163  -2.033032
C  4.279767  1.627855  0.552331
C  4.281361  2.999484  1.177120
C  5.545885  3.115264  2.072722
F  5.695541  4.464360  2.399805
H  4.213143  2.235462  5.473258
H  1.869315  0.115654  2.538390
H  1.980111  1.798396  2.051111
H  3.151928  -2.773598  1.082284
H  2.344749  -1.668750  2.176039
H  0.554584  -2.526832  0.950606
H  1.479389  -2.689000  -0.538349
H  0.382992  -0.107161  0.607426
H  1.123480  -0.273633  -1.050606
H  -0.462336  -1.573633  -1.908767
H  -1.106035  -2.215949  -0.364759
H  -2.579766  -0.500978  -1.694095
H  -1.267622  0.698229  -1.352379
H  -1.684003  -0.072884  1.226079
H  -2.611224  1.221298  0.483335
H  -3.957674  -0.501174  1.719896
H  -3.325867  -1.749415  0.580793
H  -8.071183  3.184414  0.948351
H  3.375755  -2.808089  -1.128871
H  4.860895  -2.360134  -2.109561
H  4.995939  -3.221493  0.851467
H  7.400206  -3.043958  0.379198
H  7.116690  -2.914089  -1.519694
H  5.655899  -0.086034  -1.926217
H  6.057511  3.229334  -0.561134
H  6.825498  1.925064  -1.495866
H  2.749661  2.600705  -1.855866
H  1.135302  4.437306  -1.193415
H  1.971453  6.730151  -1.067917
H  4.347285  7.217407  -1.588171
H  5.899081  5.434483  -2.226019
H  3.376913  3.209926  1.746307
H  4.375705  3.806918  0.444061
H  5.429483  2.552667  2.997810
H  6.443132  2.743952  1.563781
C  1.986293  9.591308  -3.953470
Br  0.757968  10.182918  -2.606085
Br  3.239038  11.007684  -4.444920
Br  2.907573  7.973629  -3.426713
H  1.408181  9.368076  -4.841605
O  9.939666  -1.816434  1.327044
Cl  10.615709  -1.226595  0.232067
O  10.419637  0.265914  0.324922
O  10.041224  -1.617368  -1.030149
O  12.006843  -1.482678  0.272208
Cs  5.756545  12.131977  -4.552511
F  5.396397  0.321238  2.123329
Al  9.603960  1.381969  -1.136766
C  -0.259450  -5.655381  -3.294064
C  -0.445054  -5.345964  -1.812912
C  -1.917877  -5.234075  -1.407992
C  -2.586531  -4.112218  -2.061470
N  -3.112648  -3.229923  -2.576136
H  -0.656470  -4.854802  -3.920960
H  0.801592  -5.763169  -3.528269
H  -0.761147  -6.585111  -3.565390
H  0.086879  -4.420889  -1.564767
H  0.016429  -6.142032  -1.224518
H  -1.983319  -5.101296  -0.325112
H  -2.442618  -6.160761  -1.643820
Br  4.567396  3.543443  6.620514
N  -6.033855  -7.714966  -3.963910
S  -5.333092  -9.069719  -4.399228
O  -5.776801  -10.247471  -3.726348
O  -3.944135  -8.986965  -4.726018
F  -6.010095  -9.223281  -5.832864
S  -5.630538  -7.245156  -2.524273
O  -6.477618  -6.213759  -2.021862
O  -4.229220  -7.100643  -2.256305
F  -6.039267  -8.475891  -1.598312
C  -9.951301  1.932040  3.868099
C  -10.592424  0.568713  3.740320
O  -11.458107  0.292054  4.860750
C  -12.663180  0.840730  4.814951
O  -13.085626  1.535984  3.937675
C  -13.474265  0.418813  6.048387
F  -12.759883  0.530500  7.176636
F  -13.865970  -0.859620  5.947782
F  -14.569001  1.164160  6.194620
H  -9.426997  2.020962  4.820245
H  -9.244184  2.095903  3.062641
H  -10.701487  2.724328  3.839706
H  -9.825488  -0.203177  3.751727
H  -11.141026  0.466484  2.804207
Br  -0.041085  2.923017  -1.270350

Forces on the atoms, in the same order (eV/Å):
C 0.3 0.4 0.2
C -0.6 0.7 -0.3
C 0.5 0.2 0.1
C -0.2 -1.2 0.3
C 0.2 0.3 -0.2
C -0.9 -0.1 -0.4
C 0.2 0.5 -0.5
C -0.8 -1.3 0.4
C 0.7 1.3 -0.6
C 0.7 0.0 0.9
C -0.7 -0.3 -0.4
C 0.8 1.1 0.8
S -0.3 -0.1 -0.7
C -0.7 1.0 2.2
N 1.1 -1.7 0.1
N -0.8 1.3 0.1
C 1.0 -1.8 1.5
O 0.0 0.8 -3.2
C -1.4 -0.6 0.2
C 1.3 -0.7 1.7
C 1.4 1.5 -2.2
C -1.9 -2.3 -0.1
O -0.4 -0.5 1.5
C 0.2 -0.3 -0.4
N 0.3 0.0 -0.2
C 0.5 -0.1 -0.8
O 0.3 0.2 0.9
C -0.7 0.6 -0.3
C -0.1 -1.6 -0.3
C -0.7 1.3 0.5
C 0.1 -0.7 0.1
C 0.0 0.2 0.7
C 1.0 0.2 -0.2
C -0.9 0.7 0.8
C 1.2 0.1 -0.1
C -0.6 0.0 0.5
F 0.1 -0.1 -0.3
H -0.4 -1.7 -1.0
H 0.1 0.1 -0.4
H 0.0 -0.2 0.2
H 0.1 0.3 0.1
H 0.4 0.1 -0.1
H 0.4 -0.1 0.1
H 0.0 0.0 0.3
H 0.0 0.2 -0.4
H 0.2 0.1 0.4
H -0.3 -0.4 0.3
H 0.0 0.2 -0.1
H 0.1 0.2 0.1
H -0.3 -0.3 -0.2
H 0.1 0.0 -0.3
H -0.1 -0.2 -0.1
H -0.2 -0.4 -0.2
H -0.7 0.0 -0.1
H 0.1 -0.1 -0.5
H 0.0 0.3 -0.5
H -0.5 0.1 -0.1
H 0.2 -0.1 -0.2
H 0.5 0.0 -0.3
H 0.5 1.9 0.4
H 0.0 0.4 0.1
H -0.1 -0.3 0.2
H -0.6 -0.1 0.2
H -0.1 0.2 -0.1
H 1.4 0.2 -0.3
H 0.2 0.0 0.0
H 0.3 -0.2 0.2
H -0.1 -0.2 0.0
H 0.2 -0.2 0.0
H -0.2 -0.3 0.0
H 0.0 0.0 -0.2
H -0.1 0.2 0.0
C -0.4 -0.5 -0.1
Br 0.2 0.0 -0.1
Br -2.7 -1.3 0.2
Br -0.5 1.3 -0.8
H 0.1 0.2 -0.1
O -0.2 0.3 -0.1
Cl 0.3 -2.0 0.0
O -0.6 1.9 -0.8
O -0.2 0.5 0.0
O 0.0 0.4 -0.1
Cs 2.9 1.4 -0.2
F 0.1 0.1 -0.2
Al 0.7 -1.2 1.1
C 0.1 0.0 0.0
C 0.2 0.0 -0.2
C 0.4 -0.2 0.2
C -0.2 -0.1 0.0
N 0.2 0.2 0.1
H -0.1 0.0 0.0
H 0.0 0.0 0.0
H 0.0 0.0 0.0
H -0.1 0.0 0.0
H -0.1 0.0 0.1
H -0.1 0.1 0.0
H -0.2 0.1 -0.1
Br 0.2 1.1 0.7
N 0.3 -0.2 0.4
S 0.3 -1.3 -1.5
O -0.1 0.3 0.4
O 0.0 0.4 0.3
F -0.2 0.5 0.2
S -0.4 0.4 1.5
O -0.2 0.2 -0.7
O 0.2 -0.2 -0.4
F 0.1 -0.1 -0.1
C -0.4 0.3 0.3
C 0.5 0.1 -0.4
O -0.2 -0.2 0.2
C 0.6 0.0 -0.5
O -0.3 0.0 0.2
C -0.4 -0.1 0.7
F 0.1 0.1 -0.1
F 0.1 0.0 -0.2
F 0.1 0.1 -0.2
H 0.1 -0.1 -0.1
H 0.1 -0.1 0.1
H -0.1 -0.1 -0.1
H -0.1 -0.1 0.2
H -0.2 0.1 0.1
Br -1.1 -1.2 0.2

total charge	0
E_LUMO	-0.232	hartree
M	1606.871	g/mol
HOMO-LUMO gap	1.336	eV
energy	-18214.2958	Ha


Record 3
DFT (ωB97M-V/def2-TZVPD) results for a molecular structure, C24H27AsN3Ti at a distorted geometry.

Atoms and positions in Å:
Ti  0.019929  -0.382389  -0.276240
C  -4.002387  1.099653  -1.292227
C  -2.955256  0.498609  -0.599400
N  -1.727511  0.368275  -1.099118
C  -1.501292  0.829879  -2.372515
C  -2.504881  1.459169  -3.138273
C  -3.780276  1.587738  -2.557146
C  -2.179466  1.943921  -4.425593
C  -0.896396  1.839160  -4.880521
C  0.107726  1.216803  -4.115279
C  -0.185921  0.665658  -2.887698
N  0.648025  -0.014325  -1.997638
C  1.949965  -0.460066  -2.250548
C  2.539877  -0.723156  -3.467662
C  3.897014  -1.082640  -3.544764
C  4.673207  -1.178007  -2.423879
C  4.089917  -0.994748  -1.151202
C  4.802844  -1.093632  0.060243
C  4.140734  -0.940856  1.253887
C  2.765452  -0.724160  1.247865
N  2.048509  -0.607863  0.132727
C  2.712829  -0.691979  -1.069785
H  -4.974486  1.177798  -0.827111
H  -3.124238  0.096287  0.389340
H  -4.572666  2.075913  -3.110707
H  -2.954265  2.401370  -5.026287
H  -0.639142  2.239283  -5.851652
H  1.117184  1.201469  -4.497515
H  1.961215  -0.669374  -4.377981
H  4.331618  -1.268735  -4.517377
H  5.728315  -1.405395  -2.498985
H  5.867189  -1.292194  0.037759
H  4.666671  -1.005319  2.195502
H  2.227115  -0.679988  2.184788
C  -3.633792  -1.251128  2.946228
C  -2.641617  -0.093056  3.005791
As  -0.917278  -0.492215  2.133193
C  0.035669  1.177723  2.609759
C  0.102452  2.120380  1.400122
C  -0.221690  -1.928550  3.294047
C  -0.188603  -1.587033  4.780266
H  -4.600130  -0.929499  3.332050
H  -3.297623  -2.093091  3.550643
H  -3.782343  -1.611016  1.925934
H  -2.391346  0.159098  4.034966
H  -3.041773  0.809288  2.540790
H  1.036634  0.969168  2.984518
H  -0.511731  1.658116  3.419669
H  0.722170  1.717325  0.576486
H  0.560404  3.066904  1.681805
H  -0.892113  2.344194  1.009570
H  0.769772  -2.205256  2.933066
H  -0.868956  -2.787282  3.105845
H  0.474024  -0.744424  4.981615
H  0.171723  -2.441671  5.351413
H  -1.181003  -1.344134  5.157218

Forces on the atoms, in the same order (eV/Å):
Ti -0.3 -0.3 1.0
C -0.1 0.0 -0.1
C 0.0 0.0 0.0
N -0.7 0.3 -0.7
C -0.1 0.1 -0.4
C 0.1 -0.1 0.2
C 0.1 0.0 0.1
C 0.1 0.0 -0.1
C -0.3 0.1 -0.1
C 0.2 -0.2 0.4
C -0.4 0.3 -0.5
N 0.1 0.0 -0.5
C 0.7 -0.1 -0.2
C -0.3 0.1 0.2
C 0.3 -0.1 0.1
C 0.0 0.0 -0.2
C -0.3 0.0 0.1
C -0.1 0.0 0.0
C 0.2 0.0 0.0
C -0.1 -0.1 0.0
N 0.9 0.1 0.0
C 0.3 0.0 -0.3
H 0.0 0.0 0.0
H 0.0 0.0 0.0
H 0.0 0.0 0.0
H 0.0 0.0 0.0
H 0.0 0.0 0.0
H 0.0 0.0 0.0
H 0.0 0.0 0.0
H 0.0 0.0 0.0
H 0.0 0.0 0.0
H 0.0 0.0 0.0
H 0.0 0.0 0.0
H 0.0 0.1 0.0
C 0.1 0.1 0.0
C 0.0 -0.2 -0.3
As -0.3 -0.2 1.8
C 0.1 0.1 -0.2
C -0.3 -0.3 0.2
C -0.1 0.2 0.1
C 0.0 0.1 -0.1
H 0.0 0.0 0.0
H 0.0 0.0 0.0
H -0.1 0.0 0.0
H 0.1 0.0 0.0
H 0.0 0.0 0.0
H 0.0 -0.1 0.0
H 0.0 -0.1 0.0
H 0.1 0.1 0.0
H 0.1 0.0 -0.1
H 0.0 0.0 0.0
H 0.0 0.0 -0.1
H 0.0 0.0 -0.1
H 0.0 0.0 0.1
H 0.0 0.0 0.0
H 0.0 0.0 0.0

spin multiplicity	2
total charge	+2
E_LUMO (spin up / spin down)	-0.268 / -0.252	hartree
M	480.290	g/mol
relative energy (zero: lowest compared OMol25 entry of this formula, charge and spin)	42.08	kJ/mol
expectation value of S²	0.77
HOMO-LUMO gap (spin up / spin down)	6.526 / 6.928	eV
energy	-4179.7710	Ha


Record 4
DFT (ωB97M-V/def2-TZVPD) results for a molecular structure, C6H14ClI2NO2PSc at a distorted geometry.

Atoms and positions in Å:
I  3.762647  0.845783  -0.064002
I  0.063588  -2.566275  -0.374971
Sc  1.111329  0.235369  0.367467
P  -0.719540  0.351289  -1.753751
C  0.540643  0.384802  -3.075441
C  -1.833638  -0.957198  -2.412421
H  -2.397555  1.981043  -1.322104
H  -2.426851  1.562384  -3.049519
H  -1.128971  2.634918  -2.432125
C  -1.767805  1.781208  -2.197051
H  -2.601841  -1.076218  -1.641402
H  -2.302758  -0.660401  -3.354691
H  -0.033529  0.427019  -4.005590
H  1.146101  -0.525609  -3.086754
H  -1.281690  -1.897061  -2.544195
H  1.145014  1.290178  -3.001017
C  2.008114  3.127689  -0.673622
O  1.807431  4.224359  -0.929203
Cl  -0.208948  2.049888  1.145228
C  0.514434  -2.548814  3.659998
C  0.674436  -1.109996  3.362382
N  0.439959  -0.261509  4.390829
O  0.878566  -0.657163  2.178054
H  0.660117  -2.710416  4.723504
H  1.234704  -3.152518  3.110713
H  -0.512642  -2.858867  3.444152
H  0.615297  0.719575  4.209759
H  0.613378  -0.633465  5.325765

Forces on the atoms, in the same order (eV/Å):
I 0.9 0.2 -0.2
I 0.4 0.1 0.1
Sc -2.9 0.0 1.4
P -0.3 -0.2 -1.6
C -0.2 0.0 -0.1
C 0.2 -0.2 0.9
H 0.1 0.3 -0.2
H 0.4 -0.1 0.2
H -0.2 0.1 0.2
C 0.0 0.2 0.8
H -0.1 -0.3 -0.3
H 0.2 0.0 0.1
H 0.3 0.0 -0.1
H 0.1 0.2 0.0
H -0.3 0.1 -0.2
H 0.2 -0.1 -0.1
C -0.5 3.2 -0.8
O 0.6 -3.2 0.8
Cl 0.7 -0.7 -0.4
C 0.3 -0.3 0.1
C -0.9 1.6 0.4
N 1.3 -1.1 -1.4
O 0.4 -0.3 0.8
H 0.0 -0.2 0.1
H -0.2 0.0 -0.1
H 0.1 0.1 -0.2
H -0.2 0.1 0.3
H -0.5 0.4 -0.3

total charge	+2
E_LUMO (spin up / spin down)	-0.396 / -0.376	hartree
M	497.374	g/mol
relative energy (zero: lowest compared OMol25 entry of this formula, charge and spin)	38.28	kJ/mol
HOMO-LUMO gap (spin up / spin down)	5.390 / 5.877	eV
energy	-2599.4324	Ha